Entry 1:
Entry from the OMol25 dataset: C20H32CuO14S as an isolated structure at a distorted geometry (ωB97M-V with the def2-TZVPD basis set).

Geometry as ORCA input:
```
! RIJCOSX wB97M-V def2-TZVPD def2/J DEFGRID3
* xyz -1 1
Cu -0.649 0.213 -0.714
O -0.080 -0.805 -5.345
C 0.219 -1.550 -4.229
C -0.842 -1.590 -3.079
O -1.531 -0.435 -2.715
H 1.223 -1.230 -3.863
H 0.338 -2.611 -4.541
H -0.334 -2.060 -2.203
H -1.559 -2.419 -3.258
O -1.330 0.348 1.469
C -1.732 0.704 2.541
O -1.051 1.611 3.311
C -1.881 2.075 4.396
C -3.268 1.612 3.990
C -3.048 0.377 3.147
H -1.737 3.132 4.596
H -1.597 1.479 5.269
H -3.732 2.395 3.387
H -3.925 1.396 4.834
H -3.880 0.127 2.492
H -2.889 -0.581 3.657
O -1.393 2.311 -0.745
C -1.145 3.351 -0.209
O -1.852 3.833 0.825
C -1.317 5.042 1.363
C -0.282 5.540 0.304
C 0.047 4.259 -0.388
H -0.896 4.939 2.364
H -2.189 5.688 1.474
H 0.606 5.910 0.816
H -0.682 6.263 -0.403
H 0.799 3.614 0.075
H 0.274 4.467 -1.432
O 1.640 1.540 -0.845
C 2.752 1.340 -1.204
O 3.884 1.863 -0.578
C 5.085 1.452 -1.215
C 4.671 0.267 -2.080
C 3.208 0.439 -2.339
H 5.837 1.188 -0.475
H 5.377 2.288 -1.856
H 4.736 -0.656 -1.488
H 5.269 -0.036 -2.940
H 2.617 -0.463 -2.493
H 2.975 1.047 -3.222
O 0.835 -1.373 0.030
C 1.733 -2.139 -0.172
O 2.905 -2.018 0.479
C 3.878 -3.042 0.212
C 3.038 -4.042 -0.593
C 1.814 -3.328 -1.123
H 4.155 -3.500 1.156
H 4.695 -2.735 -0.438
H 2.747 -4.876 0.045
H 3.585 -4.386 -1.472
H 0.885 -3.844 -0.877
H 1.840 -3.049 -2.174
C -2.526 -3.088 0.838
C -3.004 -2.016 -0.127
O -4.367 -1.793 0.324
S -4.938 -2.877 1.393
O -6.114 -3.525 0.914
O -4.963 -2.301 2.720
O -3.668 -3.814 1.265
H -2.103 -2.631 1.740
H -1.808 -3.834 0.507
H -2.897 -2.363 -1.154
H -2.458 -1.097 0.051
*
```

Entry 2:
Entry from the OMol25 dataset: a 2-piece molecular cluster, C20H32N3O4 overall at a distorted geometry (ωB97M-V with the def2-TZVPD basis set).

Geometry as ORCA input:
```
! RIJCOSX wB97M-V def2-TZVPD def2/J DEFGRID3
* xyz 1 1
O 2.157 -0.013 6.899
O 3.734 3.050 4.165
O 0.577 -0.984 -3.588
O -1.216 0.436 -1.852
C 2.944 0.112 5.975
C 4.172 2.029 3.643
C -1.307 -2.031 -4.600
C -2.685 -2.258 -4.684
C -3.040 -0.714 -2.861
C -0.786 -1.152 -3.649
C -1.666 -0.469 -2.783
C -3.569 -1.607 -3.812
N 5.401 1.963 3.115
N 2.520 0.547 4.791
C 4.401 -0.263 6.167
C 6.357 3.069 3.116
C 1.407 1.923 2.277
C 3.178 0.706 1.023
C 1.054 -0.294 -2.419
C 0.137 0.880 -2.056
C -7.162 -1.009 -3.228
C -5.931 -0.668 -4.055
C 2.385 0.742 2.334
C -6.604 -1.827 -2.075
C -5.042 -1.902 -3.908
C 3.314 0.756 3.567
N -5.455 -2.552 -2.659
H -0.622 -2.540 -5.271
H -3.054 -2.952 -5.436
H -3.681 -0.176 -2.169
H 5.694 1.093 2.701
H 1.556 0.839 4.778
H 4.667 -1.068 5.487
H 5.030 0.609 5.995
H 4.538 -0.599 7.194
H 6.137 3.751 2.293
H 6.284 3.622 4.056
H 7.374 2.690 3.009
H 0.723 1.798 1.438
H 0.824 1.976 3.196
H 1.950 2.862 2.156
H 2.494 0.571 0.187
H 3.725 1.639 0.880
H 3.879 -0.129 1.038
H 1.106 -0.992 -1.577
H 2.067 0.078 -2.607
H 0.501 1.366 -1.145
H 0.163 1.623 -2.860
H -7.861 -1.615 -3.817
H -7.690 -0.114 -2.881
H -5.448 0.230 -3.657
H -6.181 -0.478 -5.105
H 1.796 -0.176 2.376
H -7.368 -2.500 -1.662
H -6.275 -1.156 -1.271
H -5.221 -2.565 -4.765
H 3.989 -0.092 3.463
H -4.661 -2.542 -2.013
H -5.709 -3.522 -2.850
*
```

Relative energy (zero: lowest compared OMol25 entry of this formula, charge and spin), kJ/mol: 0.0

Entry 3:
Entry from the OMol25 dataset: an isolated ion of composition C20H32NO2 and charge +1 (ωB97M-V with the def2-TZVPD basis set).

Geometry as ORCA input:
```
! RIJCOSX wB97M-V def2-TZVPD def2/J DEFGRID3
* xyz 1 1
C 1.952 3.381 -0.829
C 0.540 2.954 -0.411
C 0.168 1.704 -1.157
O -0.224 1.722 -2.316
O 0.342 0.640 -0.417
C 0.300 -0.780 -0.749
C 1.315 -1.358 0.273
C 1.126 -0.808 1.665
C 1.821 0.331 2.055
C 1.658 0.867 3.318
C 0.799 0.275 4.237
C 0.593 0.877 5.595
C -0.535 1.911 5.557
C 0.114 -0.869 3.851
C 0.275 -1.404 2.586
C 0.779 -1.097 -2.178
C -0.330 -1.377 -3.204
C 0.221 -1.171 -4.610
N -1.459 -0.457 -2.915
C -2.479 -0.378 -3.966
C -2.095 -0.747 -1.605
C -1.137 -1.294 -0.526
C -1.221 -2.821 -0.438
H 1.994 3.563 -1.900
H 2.221 4.296 -0.311
H 2.679 2.614 -0.573
H -0.167 3.742 -0.671
H 0.509 2.754 0.660
H 2.312 -1.076 -0.074
H 1.252 -2.444 0.274
H 2.510 0.797 1.365
H 2.214 1.749 3.600
H 0.339 0.095 6.311
H 1.512 1.362 5.928
H -0.683 2.343 6.543
H -0.295 2.712 4.861
H -1.467 1.447 5.240
H -0.548 -1.355 4.553
H -0.256 -2.310 2.333
H 1.430 -1.970 -2.138
H 1.391 -0.264 -2.532
H -0.705 -2.400 -3.113
H -0.462 -1.530 -5.373
H 1.146 -1.732 -4.711
H 0.444 -0.121 -4.789
H -0.983 0.505 -2.817
H -2.870 -1.370 -4.192
H -2.062 0.061 -4.868
H -3.297 0.255 -3.628
H -2.558 0.181 -1.261
H -2.889 -1.479 -1.768
H -1.468 -0.894 0.438
H -0.786 -3.177 0.489
H -2.264 -3.129 -0.436
H -0.714 -3.322 -1.256
*
```

Relative energy (zero: lowest compared OMol25 entry of this formula, charge and spin), kJ/mol: 0.0
SMILES: CCC(=O)O[C@]1(Cc2ccc(CC)cc2)C[C@H](C)[N@@H+](C)C[C@H]1C

Entry 4:
Entry from the OMol25 dataset: C20H33AlBN5 as an isolated structure at a distorted geometry (ωB97M-V with the def2-TZVPD basis set).

Geometry as ORCA input:
```
! RIJCOSX wB97M-V def2-TZVPD def2/J DEFGRID3
* xyz 2 1
Al 3.078 -2.303 2.193
B 0.829 -0.387 1.263
H 0.557 0.329 0.503
H 0.012 -0.499 1.960
H 1.069 -1.340 0.818
H 1.668 0.062 1.772
C -2.473 -2.330 0.281
C -2.820 -2.005 1.745
C -2.199 -2.986 2.807
C -0.815 -3.386 2.483
N 0.267 -3.648 2.341
H -2.886 -3.286 -0.039
H -1.394 -2.468 0.222
H -2.799 -1.561 -0.420
H -3.888 -1.845 1.894
H -2.451 -0.979 1.746
H -2.698 -3.950 2.909
H -2.213 -2.414 3.735
C 3.985 -3.093 -4.482
C 3.839 -1.524 -4.635
C 2.851 -0.768 -3.734
C 2.806 -1.134 -2.263
N 2.812 -1.343 -1.073
H 3.114 -3.581 -4.919
H 3.825 -3.338 -3.432
H 4.838 -3.520 -5.010
H 3.521 -1.262 -5.644
H 4.794 -0.998 -4.632
H 1.849 -0.887 -4.146
H 3.061 0.301 -3.692
N -0.182 1.359 3.620
C -0.288 2.706 3.799
C -0.627 2.950 5.064
C -0.726 1.771 5.754
C -0.398 0.761 4.856
H 0.126 0.951 2.749
H -0.066 3.466 3.065
H -0.770 3.860 5.629
H -0.935 1.552 6.791
H -0.384 -0.316 4.939
N -0.645 -0.454 -1.586
C -1.478 0.548 -2.210
C -1.751 0.200 -3.469
C -1.042 -0.981 -3.748
C -0.510 -1.422 -2.460
H -0.302 -0.381 -0.638
H -1.924 1.354 -1.645
H -2.337 0.806 -4.145
H -0.989 -1.485 -4.702
H 0.000 -2.365 -2.333
N -0.507 3.062 0.514
C 0.433 3.983 0.145
C -0.155 5.122 -0.311
C -1.490 4.894 -0.329
C -1.752 3.606 0.146
H -0.313 2.143 0.886
H 1.457 3.640 0.129
H 0.247 6.017 -0.762
H -2.144 5.684 -0.667
H -2.687 3.113 0.369
*
```

Relative energy (zero: lowest compared OMol25 entry of this formula, charge and spin), kJ/mol: 218.3

no.,HOMO-LUMO gap (hartree),lowest unoccupied orbital energy (eV)
1,0.129,2.1
2,0.284,-3.0
3,0.340,-2.1
4,0.080,-11.2